DFT (the ωB97M-V functional and the def2-TZVPD basis) results for a 2-piece molecular cluster, C4H11NOS overall.

Last column: Löwdin charge in e.
Geometry (Å):
S: -2.4351 -2.8376 -5.1570  0.704
O: -1.3546 1.2352 1.2791  0.027
N: -3.4575 0.3907 1.2911  0.129
C: -0.9634 -3.4103 -4.2923  -0.458
C: -2.7521 1.7422 3.1783  -0.025
C: -1.8684 -1.1755 -5.5546  -0.458
C: -2.4353 1.1139 1.8388  -0.604
H: -3.0051 0.9708 3.9249  0.083
H: -3.3007 -0.0576 0.3850  0.115
H: -1.1409 -4.4491 -3.9666  0.031
H: -0.0775 -3.3941 -4.9492  0.037
H: -1.6421 -0.5974 -4.6429  0.037
H: -0.9669 -1.1978 -6.1898  0.037
H: -4.3603 0.2911 1.7617  0.107
H: -3.6006 2.4419 3.0940  0.083
H: -0.7527 -2.7937 -3.4023  0.037
H: -1.8698 2.3003 3.5341  0.086
H: -2.6744 -0.6623 -6.1056  0.031

Summary:
Charge: 0
SMILES: CC(N)=O.CSC
E_tot, eV: -18699.5914
Relative energy (zero: lowest compared OMol25 entry of this formula, charge and spin), kJ/mol: 31.6
Max |F|, eV/Å: 0.9
E_HOMO, eV: -8.511
E_LUMO, eV: 0.69